Density functional theory data (ωB97M-V/def2-TZVPD) for CH2BrCl as an isolated structure.

```
5
Properties=species:S:1:pos:R:3:forces:R:3:lowdin_charge:R:1
C 0.065 -0.092 0.010 2.22 -3.85 -0.89 -1.19
Cl 0.561 1.226 -1.058 0.45 -0.16 0.13 0.45
Br -1.409 0.442 1.017 -0.91 -0.05 0.66 0.60
H 0.916 -0.529 0.726 -1.69 1.67 -1.55 0.07
H -0.134 -1.047 -0.695 -0.08 2.40 1.65 0.07
```
Positions in Å, forces in eV/Å.

Calculated values
Total charge = 0
Energy relative to the best compared isomer or geometry (same formula, charge and spin) = 32.4 kJ/mol



Density functional theory data (ωB97M-V/def2-TZVPD) for a 2-piece molecular cluster, CH2BrN overall.

```
5
Properties=species:S:1:pos:R:3:forces:R:3:lowdin_charge:R:1
C 0.253 0.398 -0.038 -1.37 0.06 1.62 -0.16
N 1.209 1.163 0.087 0.66 -0.07 -0.42 0.11
Br 3.917 -0.141 -0.037 -1.81 0.66 0.05 -0.17
H -0.891 0.610 0.180 2.18 0.49 -0.74 0.15
H 0.407 -0.656 0.018 0.34 -1.15 -0.51 0.07
```
Positions in Å, forces in eV/Å.

Calculated values
Total charge = 0
Energy relative to the best compared isomer or geometry (same formula, charge and spin) = 356.3 kJ/mol



no.,DFT total energy (Eh)
1,-3073.481726
2,-2667.911502